ORCA calculation (ωB97M-V/def2-TZVPD) on 3 unconnected molecules or ions with the total composition C4H10 in a non-equilibrium geometry.

Geometry (Å):
C (0.674, -1.487, -0.898)
C (-0.187, -0.294, -1.073)
C (0.113, 1.002, -0.992)
C (-0.497, 0.555, 1.904)
H (-0.644, 1.714, -1.278)
H (1.497, -1.412, -0.175)
H (0.149, -2.372, -0.543)
H (-0.332, 0.103, 2.882)
H (1.140, 1.326, -0.848)
H (-1.319, 0.066, 1.383)
H (0.356, 0.703, 1.267)
H (-1.255, -0.565, -1.161)
H (-0.950, 1.555, 1.983)
H (1.257, -0.894, -2.451)

## Properties
Highest occupied orbital energy = -8.540 eV
Charge = 0
Energy relative to the best compared isomer or geometry (same formula, charge and spin) = 4.947 eV
Calculated total energy = -4305.4147 eV
F_max = 4.4 eV/A

Mulliken population analysis, charges in e, atoms 1 to 6:
1 C -0.67
2 C -0.05
3 C -0.90
4 C -0.93
5 H 0.28
6 H 0.21